# 1
Here is C18H50AlF4N6O13S4 as an isolated structure from the OMol25 dataset. Energies are from ωB97M-V/def2-TZVPD.

Each line ends with the Mulliken charge.
Cartesian coordinates (Å):
C (0.2509, -3.7100, 3.4546)  -1.413
N (0.7574, 4.4209, -0.5825)  0.057
H (2.6943, 2.3022, 0.7072)  -0.073
C (-0.0107, -2.2947, -6.1782)  -0.392
S (-1.4015, -1.0261, 0.3829)  0.737
H (2.2464, -2.3187, 0.2761)  0.012
H (-4.2375, 3.5651, 0.3176)  0.356
C (0.2461, 1.4228, 5.8584)  -1.210
O (0.1889, -3.6121, 6.2803)  -0.328
H (2.7048, -0.7077, -0.1953)  -0.070
H (-2.7405, -1.0973, -6.0724)  0.312
N (0.7979, -3.1637, -8.2809)  -0.569
H (0.0655, -5.1294, 7.7089)  0.268
H (0.9213, -5.5659, -7.0565)  0.373
C (0.5665, -4.1799, 7.5326)  -0.734
F (-1.6359, -0.8025, 1.9649)  -0.348
F (-0.2773, 1.6503, -1.7961)  -0.138
H (1.7749, -1.6424, 2.5978)  0.009
C (1.5436, 1.5489, 3.7018)  0.054
O (2.9244, -2.0744, -1.7475)  -0.583
H (3.6403, 2.7783, 2.0858)  0.285
C (0.9405, -2.5697, 4.2238)  1.364
H (-3.9415, 2.4050, -2.8264)  0.521
O (-2.7629, -1.4061, 0.1124)  -0.641
H (0.0915, -3.2973, 2.4550)  0.293
H (1.5132, 0.4627, 3.5641)  -0.279
O (1.7787, 6.8228, -0.4676)  -0.553
S (2.2017, 4.1502, -1.4129)  0.967
H (-2.1881, 5.0529, -2.4115)  0.306
H (-0.9596, -3.8643, -7.3168)  0.298
C (4.3934, -1.9779, 0.1962)  -1.338
H (-1.6737, 1.5207, 4.2830)  0.311
H (1.6315, -4.4227, 7.5802)  0.325
H (-1.5617, -0.6406, -4.8511)  -0.056
H (-0.6742, 1.7736, 6.3214)  0.428
H (0.4784, -2.2339, -8.5449)  0.317
H (1.4294, -2.0005, 6.1884)  0.316
H (1.1259, 1.7471, 6.4143)  0.449
H (-0.6489, -4.0873, 3.9315)  0.377
H (0.3921, -5.0469, -5.5369)  0.362
H (2.1992, -3.5593, 5.7170)  0.438
H (-0.4595, -2.6600, -5.2463)  0.350
H (3.3090, 1.1162, 1.8014)  0.258
O (-0.3296, -1.9835, 0.4563)  -0.471
C (-1.7471, -0.6653, -5.9224)  -0.322
C (0.2850, 1.9852, 4.4232)  -0.152
F (-0.4962, 6.2423, 0.1044)  -0.331
H (0.2621, 3.0751, 4.4731)  0.260
H (4.7489, -3.0077, 0.1701)  0.351
H (4.4110, -1.5946, 1.2155)  0.327
O (0.0734, 6.2340, -2.1537)  -0.532
O (-1.8885, 0.0269, -2.4253)  -0.576
O (0.4350, -0.5835, -1.8075)  -0.414
O (-2.3474, 3.0787, -1.6738)  0.109
H (-0.8161, 4.0701, -2.7053)  0.179
H (-5.5512, 0.7839, -1.8856)  0.416
C (1.2840, -2.9635, 5.6816)  -0.907
H (2.0640, -1.6961, -1.9944)  0.542
C (2.8382, 2.1069, 1.7656)  -0.455
N (-1.1330, 0.5056, 0.0793)  0.154
H (2.6568, -2.7952, 3.2010)  0.392
N (-4.0019, 2.5964, 0.5051)  -0.283
S (0.7429, 5.9269, -0.9145)  0.958
C (2.9396, -1.7642, -0.3626)  0.628
H (0.2622, 0.3333, 5.7892)  0.183
C (-1.9017, 4.0225, -2.6429)  -0.851
C (0.8676, -4.6665, -6.4465)  -1.417
H (0.3680, -3.4214, 8.2929)  0.261
Al (-1.0805, 3.0481, 1.1990)  1.357
H (-1.8653, 0.3704, -6.2419)  0.298
H (-3.4373, 0.9508, -0.7847)  -0.558
H (5.0561, -1.4588, -0.4962)  0.379
H (2.4329, 1.8796, 4.2425)  0.527
S (-0.7766, 0.1636, -1.5372)  0.575
C (-5.5422, 1.3584, -0.9593)  -1.696
C (-3.7575, 2.8393, -1.8423)  -1.154
C (-4.0837, 1.8231, -0.7412)  1.053
H (0.9713, -1.8578, -5.9861)  0.243
H (-2.3037, 3.6733, -3.5977)  0.379
H (-4.6358, 2.2810, 1.2327)  0.294
H (-5.9334, 0.7783, -0.1211)  0.439
H (-6.2870, 2.1554, -1.0299)  0.400
N (-0.8450, 1.3548, 3.7125)  -0.091
H (0.2585, -1.7187, 4.3269)  -0.606
H (-4.3209, 3.7658, -1.7073)  0.409
H (1.8342, -4.2634, -6.1427)  0.382
O (-0.8328, -1.3353, -6.7843)  -0.369
O (2.3679, 4.6962, -2.7339)  -0.531
O (1.6049, 2.1773, 2.4334)  -0.101
H (1.7983, -3.1200, -8.1193)  0.294
O (3.3534, 4.1163, -0.5596)  -0.549
H (0.9220, -4.5486, 3.2486)  0.387
F (1.9933, 2.5840, -1.6323)  -0.180
N (2.0833, -2.0055, 3.4972)  -0.471
C (0.0563, -3.5560, -7.0697)  0.335
H (-0.6909, 0.3540, 3.8376)  0.087

Cartesian forces, eV/Å:
C 0.6 0.5 -0.7
N 2.1 -2.1 -1.0
H -0.3 0.1 0.2
C -0.9 -0.4 0.9
S -2.8 -3.1 6.8
H -0.3 -0.4 -0.5
H 0.1 0.1 0.1
C 0.4 0.2 -0.7
O 0.5 -0.8 -0.3
H -0.1 0.1 -0.2
H -0.1 -0.2 0.1
N -1.1 0.7 0.4
H -0.5 0.3 0.0
H 0.4 0.3 -0.4
C 0.2 0.4 0.0
F 0.6 0.6 0.6
F -0.2 -0.5 0.0
H -0.3 0.1 0.1
C 0.5 0.7 -0.2
O -1.0 0.3 0.8
H -0.5 0.4 0.5
C -0.6 -0.3 0.4
H 0.0 0.1 -0.1
O 1.0 -0.2 -1.7
H -0.7 -0.2 0.1
H 0.3 -0.1 0.2
O -0.5 -1.8 -0.3
S 3.6 -4.2 -0.4
H -0.4 -0.2 0.0
H 0.0 0.1 -0.1
C -1.2 0.1 -1.1
H -0.3 0.2 -0.4
H 0.1 0.2 -0.2
H 0.7 -0.4 0.0
H 0.1 -0.1 0.3
H 0.1 -0.2 -0.6
H 0.5 -0.1 0.3
H -0.1 0.0 0.2
H -0.1 0.2 -0.1
H 0.0 0.3 0.1
H 0.0 -0.1 0.0
H 0.1 0.3 0.2
H -0.5 -0.3 0.3
O -0.6 1.1 -1.3
C -1.1 0.2 -0.6
C 0.4 -0.8 0.4
F 0.3 -0.3 0.4
H -0.4 0.0 -0.4
H -0.4 -0.2 0.2
H 0.4 0.1 0.0
O 1.1 -0.5 0.4
O 0.0 -0.4 0.9
O -1.9 0.3 0.8
O -0.5 0.7 0.1
H -0.1 -0.5 0.2
H -0.2 -0.2 0.1
C -0.2 1.1 -0.8
H 0.3 -0.4 -0.6
C 1.3 -0.5 -1.0
N 1.2 -0.9 -2.9
H 0.4 0.2 0.3
N 1.0 0.1 0.6
S -4.4 7.2 0.2
C 2.2 -0.2 1.0
H -0.1 0.0 0.3
C 0.4 0.1 -0.4
C -0.7 -0.3 1.3
H -0.1 -0.4 0.4
Al 0.2 -1.8 -1.0
H 0.4 0.0 -0.2
H 0.1 0.2 0.3
H 0.2 0.4 0.4
H 0.0 -0.4 0.3
S 2.9 3.9 -2.8
C -0.2 -0.1 0.4
C 1.5 -1.1 0.8
C -1.8 1.3 -0.6
H 0.2 -0.3 -0.1
H 0.1 0.4 -0.2
H 0.3 -0.3 0.2
H 0.4 -0.5 -0.1
H 0.4 0.4 -0.3
N -0.3 1.4 0.3
H -0.5 -0.2 -0.1
H -0.2 0.0 -0.2
H 0.2 -0.3 -0.2
O 0.2 0.4 0.5
O -1.2 -0.1 1.5
O -1.2 0.2 -0.2
H 0.0 -0.2 0.0
O -1.1 0.9 0.0
H 0.2 0.0 0.5
F -0.4 0.7 -0.1
N 0.2 -0.8 0.0
C 1.8 0.0 -1.3
H -0.1 -0.2 -0.9

Values from the calculation:
- Charge: +1
- HOMO: -11.147 eV
- DFT total energy: -115823.3042 eV
- M: 789.869 g/mol
- Gap between HOMO and LUMO: 1.38 eV

# 2
Here is a 2-piece molecular cluster, C2H7ClSi overall from the OMol25 dataset. Energies are from ωB97M-V/def2-TZVPD.

Each line ends with the Mulliken charge.
Cartesian coordinates (Å):
H (0.9008, 0.8026, 1.7542)  -0.024
H (0.6996, -2.0604, 0.4012)  0.360
H (-1.2770, 0.2504, -1.1532)  0.334
H (-2.0195, 0.7874, 0.3337)  0.327
C (1.3436, -1.2389, 0.1271)  -0.746
Si (0.4150, 0.3782, 0.4625)  0.714
Cl (2.6444, -2.2217, -2.9869)  -0.826
H (2.3591, -1.0912, 0.4462)  0.308
H (-1.3138, 2.0467, -0.6032)  0.322
C (-1.1924, 0.9278, -0.3228)  -0.907
H (1.6723, -1.2803, -0.8631)  0.137

Cartesian forces, eV/Å:
H -0.1 1.1 0.4
H 0.3 -0.5 0.2
H -0.3 0.0 -0.7
H -0.6 -0.5 0.9
C -1.1 3.0 0.6
Si 0.1 -2.2 -0.2
Cl -0.3 0.4 0.5
H 0.3 -0.5 1.7
H 0.7 -1.9 0.1
C 1.2 1.9 -0.3
H -0.3 -0.8 -3.1

Values from the calculation:
- HOMO (spin up / spin down): -6.918 / -6.918 eV
- Relative energy (zero: lowest compared OMol25 entry of this formula, charge and spin): 106.43 kcal per mole
- DFT total energy: -22583.8813 eV
- M: 94.617 g/mol
- Gap between HOMO and LUMO (spin up / spin down): 3.57 / 3.57 eV

# 3
Here is a 2-piece molecular cluster, C5H14N2O4P overall from the OMol25 dataset. Energies are from ωB97M-V/def2-TZVPD.

Each line ends with the Mulliken charge.
Cartesian coordinates (Å):
H (3.6143, -1.6263, 0.9734)  0.343
H (-2.2554, -1.4214, -0.1161)  0.298
O (1.4943, -0.9301, -1.1809)  -0.712
C (-1.5215, -0.8679, 0.4952)  -0.741
H (-1.6870, -1.1141, 1.5448)  0.316
C (2.3019, -0.7693, -0.2716)  0.573
H (-2.9564, 2.1356, 0.5452)  0.303
H (2.4611, -2.7188, 0.2424)  0.224
O (5.3386, 1.7647, 0.5386)  -0.735
H (2.6027, 0.8200, 1.1088)  0.327
P (4.7859, 0.4394, 0.1952)  0.877
C (-1.2130, 0.9577, -1.0127)  -0.869
C (2.9060, 0.5418, 0.0995)  -0.786
O (5.1453, -0.7826, 0.9988)  -0.833
H (-1.1622, 2.0453, -1.0641)  0.316
H (-0.2276, 0.5436, -1.2170)  0.245
H (-3.1800, 0.7881, 1.6717)  0.302
H (-0.5225, -1.1864, 0.2083)  0.164
C (-2.9403, 1.0499, 0.6406)  -0.969
N (2.6983, -1.7821, 0.5339)  -0.362
O (5.1525, 0.1085, -1.3867)  -0.543
H (-3.7257, 0.6313, -0.0160)  0.353
H (-1.9116, 0.6006, -1.7886)  0.320
N (-1.6196, 0.5641, 0.3199)  -0.032
H (5.0645, -0.8361, -1.4961)  0.318
H (2.6125, 1.3254, -0.5955)  0.301

Cartesian forces, eV/Å:
H 0.1 -0.1 0.1
H 0.0 0.0 0.0
O -0.1 0.1 -0.2
C 0.1 0.0 0.1
H 0.0 -0.1 0.0
C -0.4 -0.3 0.1
H -0.1 0.0 0.0
H -0.1 0.2 -0.1
O -0.1 0.3 -0.1
H -0.1 0.0 0.0
P 0.1 0.1 -0.2
C 0.1 0.0 0.1
C 1.0 0.3 0.1
O -0.2 0.0 -0.1
H 0.0 0.1 -0.1
H 0.0 0.0 -0.1
H -0.1 0.0 0.0
H 0.0 -0.1 0.0
C 0.1 0.0 0.1
N 0.0 -0.4 0.1
O -0.1 0.5 0.4
H 0.0 0.0 0.0
H -0.1 0.0 0.0
N -0.1 0.0 0.0
H 0.1 -0.5 -0.1
H 0.0 -0.1 0.0

Values from the calculation:
- Charge: -1
- HOMO: -5.638 eV
- Relative energy (zero: lowest compared OMol25 entry of this formula, charge and spin): 0.00 kcal per mole
- DFT total energy: -25876.3931 eV
- M: 197.151 g/mol
- Gap between HOMO and LUMO: 8.86 eV

# 4
Here is a 2-piece molecular cluster, C5H9IN overall from the OMol25 dataset. Energies are from ωB97M-V/def2-TZVPD.

Each line ends with the Mulliken charge.
Cartesian coordinates (Å):
I (0.0590, -2.3320, 2.2162)  0.177
H (-1.0518, -0.0248, 2.2777)  0.497
H (1.6477, -2.8995, -2.9227)  0.331
C (0.5804, -1.9351, -1.2439)  -0.591
C (-0.1893, -0.1436, 0.3037)  0.406
N (1.2417, 0.2982, 0.7452)  -0.236
C (-0.8097, 0.9105, -0.6456)  -1.276
H (-0.0821, 1.2983, -1.3696)  0.373
H (-1.7631, 0.5492, -1.2579)  0.344
C (1.0173, -2.6814, -2.0517)  0.183
H (1.4912, -0.4541, 1.3090)  0.207
H (1.4674, 1.2785, 1.1859)  0.394
H (-1.9275, -1.0813, 1.1153)  0.501
H (-1.0929, 1.7789, -0.0164)  0.393
H (1.9390, 0.1800, -0.0402)  0.406
C (-1.0136, -0.6517, 1.4646)  -1.111

Cartesian forces, eV/Å:
I 0.1 -0.6 0.6
H -0.4 1.9 1.6
H -0.8 -0.6 0.8
C -2.2 4.0 4.3
C 0.3 0.8 -2.4
N 0.3 2.1 -2.4
C -1.1 -0.9 -0.6
H -0.1 -0.4 0.1
H 2.1 0.5 1.6
C 2.1 -0.7 -2.8
H 1.0 -1.7 2.4
H -1.2 -2.2 -0.7
H -0.7 0.3 -0.1
H -0.1 -0.4 -0.1
H -1.2 0.3 0.4
C 2.0 -2.5 -2.7

Values from the calculation:
- Charge: +1
- HOMO (spin up / spin down): -13.399 / -13.356 eV
- Relative energy (zero: lowest compared OMol25 entry of this formula, charge and spin): 147.05 kcal per mole
- DFT total energy: -14907.8944 eV
- M: 210.038 g/mol
- Gap between HOMO and LUMO (spin up / spin down): 7.51 / 7.38 eV

# 5
Here is C32H33N3O7P2SSeTc as an isolated structure from the OMol25 dataset. Energies are from ωB97M-V/def2-TZVPD.

Each line ends with the Mulliken charge.
Cartesian coordinates (Å):
H (-0.2211, 1.2424, -5.6645)  0.415
H (-0.6303, 4.7027, -0.2796)  0.315
C (0.3002, 0.8159, -4.8074)  -1.712
C (-4.0262, 1.3776, 3.9400)  -0.685
H (-0.4103, 0.2430, -4.2169)  0.451
H (0.4409, -6.5341, 0.3336)  0.470
C (-4.1148, -0.4518, 2.3857)  -1.072
H (-0.3624, 0.9327, 1.7526)  0.814
H (3.5480, -4.4226, 0.7779)  0.420
C (-2.8682, 1.8237, 3.3269)  -0.717
H (-3.1694, -2.6116, 1.1922)  0.319
S (3.6170, 0.5159, 0.5794)  -0.190
C (1.7476, -1.0826, 1.2865)  -2.129
H (1.9612, -5.7828, -0.1550)  0.347
P (-0.1668, 3.2127, -3.4457)  0.818
C (0.5123, 2.9653, 0.3065)  0.715
H (1.2194, -6.6059, 2.7445)  0.442
H (-1.0496, -4.0642, 1.2777)  0.205
H (3.1711, 5.5483, 1.4695)  0.386
O (2.6428, 0.0844, -2.7913)  -0.613
O (-1.1903, 2.6927, -2.4855)  -0.685
C (0.9546, -5.5780, 0.2115)  -1.677
C (-1.6982, -0.0243, -0.4445)  1.489
N (-1.1503, 1.6011, 1.6108)  0.407
H (-0.8754, 2.4762, 2.0464)  0.622
O (2.6443, 2.5488, -2.0857)  -0.974
O (1.9473, 2.5357, -4.8358)  -0.640
H (-0.3279, 4.3309, -5.2718)  0.369
C (-1.5065, -0.6880, -1.6598)  -0.258
Tc (-1.0651, 1.9373, -0.5299)  -2.220
N (1.2023, 0.1842, 1.3948)  -0.508
C (-2.4007, -0.7088, 0.5637)  1.566
H (0.0196, -2.2048, 1.8309)  0.588
H (3.5811, 3.1300, 1.7477)  0.524
C (1.2410, 5.2616, 0.5730)  -0.644
H (-2.3745, 2.7249, 3.6725)  0.449
C (0.9770, -4.8174, 1.5448)  2.231
C (-2.9424, -0.0240, 1.7604)  1.683
H (-1.7098, -2.4817, -2.8137)  0.475
C (1.0564, -2.2699, 1.5304)  0.529
H (1.5287, 3.9584, -2.3914)  0.486
C (-1.8802, -2.0071, -1.8556)  -0.746
C (-3.1279, 4.4202, -1.2132)  0.201
H (2.6068, 2.9404, -4.2515)  0.463
C (1.6917, -3.4820, 1.3445)  0.258
H (-0.5198, -4.1102, 2.9685)  0.395
H (-1.0447, -0.1505, -2.4686)  -0.163
C (-2.7016, -2.0620, 0.3848)  -1.216
N (-3.0032, 5.3692, -1.8566)  -0.567
C (2.4283, 4.8324, 1.1441)  -1.043
C (3.7400, -2.3162, 0.6945)  -1.580
H (3.5806, 0.3114, -2.8079)  0.382
H (-4.4443, 1.9267, 4.7727)  0.412
C (-2.3413, 1.1273, 2.2512)  -0.835
Se (-3.2770, 2.8972, -0.1752)  0.133
C (0.2871, 4.3338, 0.1706)  -0.124
H (-5.5661, -0.1181, 3.9198)  0.417
C (-4.6498, 0.2325, 3.4640)  -0.865
H (0.4290, -4.9992, -0.5505)  0.325
C (0.9749, 1.9060, -3.9965)  0.880
H (-0.9383, -5.6061, 2.1326)  0.491
O (0.6838, 0.9146, -1.4754)  0.081
H (-2.6826, -3.7662, -0.9092)  0.456
C (-2.4347, -2.7177, -0.8026)  -0.570
C (1.7224, -5.6476, 2.5980)  -1.787
C (-0.4677, -4.6291, 2.0092)  -2.006
C (3.0392, -3.4792, 0.9293)  -0.432
H (-4.6422, -1.3130, 1.9990)  0.482
H (1.0452, 6.3174, 0.4362)  0.474
O (-0.9119, 3.8379, -4.6806)  -0.568
H (1.7478, -5.1243, 3.5556)  0.399
P (1.7721, 1.3724, -2.4162)  0.521
C (2.0357, 1.0987, 1.0295)  0.242
O (0.7583, 4.3528, -2.8880)  -0.631
C (3.0759, -1.1044, 0.8663)  1.412
H (2.7508, -5.8525, 2.2986)  0.344
C (2.6563, 3.4753, 1.3007)  -0.495
H (1.0755, 0.1408, -5.1680)  0.366
H (4.7704, -2.3506, 0.3662)  0.405
C (1.7093, 2.5352, 0.8980)  1.279

Cartesian forces, eV/Å:
H 0.0 0.0 0.0
H 0.0 0.0 0.0
C 0.0 0.0 0.0
C 0.0 0.0 0.0
H 0.0 0.1 0.0
H 0.0 0.0 0.0
C 0.0 0.0 0.0
H 0.0 0.0 -0.1
H 0.0 0.0 0.0
C 0.0 0.0 0.0
H 0.0 0.0 0.0
S 0.0 0.0 0.0
C 0.0 0.1 0.0
H 0.0 0.0 0.0
P 0.1 0.1 0.0
C 0.0 0.1 0.0
H 0.0 0.0 0.0
H 0.0 0.0 0.0
H 0.0 0.0 0.0
O 0.0 0.1 0.0
O -0.1 -0.1 0.1
C 0.0 0.0 0.0
C -0.1 -0.1 -0.2
N -0.1 0.0 0.2
H 0.0 0.0 0.0
O 0.0 0.0 0.0
O 0.0 0.0 0.0
H 0.0 0.0 0.0
C 0.0 0.0 0.2
Tc 0.1 0.0 -0.1
N 0.0 0.0 0.0
C -0.1 0.0 0.0
H 0.0 0.0 0.0
H 0.0 0.0 0.0
C 0.0 0.0 0.0
H 0.0 0.0 0.0
C 0.0 0.0 0.0
C 0.0 0.0 0.0
H 0.0 0.0 0.0
C 0.0 0.0 0.0
H 0.0 0.0 0.0
C 0.0 -0.1 0.1
C 0.1 0.0 -0.1
H 0.0 0.0 0.0
C 0.0 0.0 0.0
H 0.0 0.0 0.0
H 0.1 -0.1 0.0
C 0.0 0.0 0.0
N 0.0 0.0 0.1
C 0.0 0.0 0.0
C 0.0 0.0 0.0
H 0.0 0.0 0.0
H 0.0 0.0 0.0
C 0.0 0.0 -0.1
Se -0.1 0.0 0.1
C 0.0 0.0 0.0
H 0.0 0.0 0.0
C 0.0 0.0 0.0
H 0.0 0.0 0.0
C 0.0 0.0 0.0
H 0.0 0.0 0.0
O 0.0 0.1 0.0
H 0.0 0.0 0.0
C 0.0 0.0 -0.1
C 0.0 0.0 0.0
C 0.0 0.0 0.0
C 0.0 0.0 0.0
H 0.0 0.0 0.0
H 0.0 0.0 0.0
O 0.0 0.0 0.0
H 0.0 0.0 0.0
P -0.1 0.0 0.0
C 0.0 0.0 0.0
O 0.1 -0.1 0.0
C 0.0 0.0 0.0
H 0.0 0.0 0.0
C 0.0 0.0 0.0
H 0.0 0.0 0.0
H 0.0 0.0 0.0
C 0.0 0.0 0.0

Values from the calculation:
- HOMO (spin up / spin down): -8.204 / -8.065 eV
- Relative energy (zero: lowest compared OMol25 entry of this formula, charge and spin): 2.35 kcal per mole
- DFT total energy: -149487.6313 eV
- M: 842.605 g/mol
- Gap between HOMO and LUMO (spin up / spin down): 7.74 / 7.26 eV
- Multiplicity: 2